A cluster of 2 separate species, CH7N2O2P in total at a distorted geometry, computed with wB97M-V/def2-TZVPD.

Relative energy (zero: lowest compared OMol25 entry of this formula, charge and spin) = 2.598 eV
HOMO-LUMO gap = 8.70 eV
E_tot = -643.611064 a.u.
Highest occupied orbital energy = -8.74 eV

CARTESIAN COORDINATES (ANGSTROEM)
C 1.765 -0.715 -0.870
N -2.111 0.136 1.006
N -1.272 2.059 -0.447
O -1.638 -0.362 -1.607
O 0.990 -0.175 0.145
P -1.240 0.402 -0.431
H 1.460 -0.217 -1.925
H 1.442 -1.768 -0.870
H 2.754 -0.467 -0.655
H -1.823 0.725 1.712
H -2.393 -0.802 1.432
H -0.520 2.647 -0.969
H -1.400 2.436 0.476

***

A structure of composition H3N3O2 at a distorted geometry, computed with wB97M-V/def2-TZVPD.

Relative energy (zero: lowest compared OMol25 entry of this formula, charge and spin) = 2.551 eV
HOMO-LUMO gap = 7.68 eV
E_tot = -316.313073 a.u.
Highest occupied orbital energy = -7.89 eV

CARTESIAN COORDINATES (ANGSTROEM)
N -1.272 0.968 -0.030
N 1.223 0.513 -0.288
N 0.090 -0.189 -0.522
O -0.120 -1.402 0.283
O -2.221 0.449 0.350
H 1.059 1.605 -0.173
H 1.538 0.056 0.693
H -0.298 -2.000 -0.313

***

A structure of composition C5H8N2 at a distorted geometry, computed with wB97M-V/def2-TZVPD.

Relative energy (zero: lowest compared OMol25 entry of this formula, charge and spin) = 6.212 eV
HOMO-LUMO gap (alpha / beta) = 7.97 / 7.97 eV
E_tot = -304.607203 a.u.
Highest occupied orbital energy (alpha / beta) = -7.28 / -7.29 eV

CARTESIAN COORDINATES (ANGSTROEM)
C 0.843 -0.499 -1.289
C 0.728 0.422 0.904
C 0.003 1.469 0.082
N -0.731 0.296 -0.482
C -0.594 -0.314 0.869
C -0.661 -1.777 0.950
N -0.708 -2.931 1.020
H 0.470 -0.210 -2.274
H 1.876 -0.204 -1.156
H 0.684 -1.555 -1.092
H 1.245 0.641 1.839
H 0.533 2.078 -0.656
H -0.733 2.093 0.622
H -1.667 0.419 -0.888
H -1.399 0.116 1.492

***

An isolated molecule of C3H4N2O at a distorted geometry, computed with wB97M-V/def2-TZVPD.

Relative energy (zero: lowest compared OMol25 entry of this formula, charge and spin) = 1.104 eV
HOMO-LUMO gap = 11.21 eV
E_tot = -301.446658 a.u.
Highest occupied orbital energy = -10.42 eV

CARTESIAN COORDINATES (ANGSTROEM)
O -1.176 1.698 0.371
C -0.369 0.820 0.137
C -0.863 -0.628 0.000
N 0.221 -1.544 -0.103
C 1.290 -2.021 -0.180
N 0.956 1.018 -0.054
H -1.487 -0.868 0.866
H -1.492 -0.694 -0.894
H 1.611 0.263 -0.183
H 1.307 1.957 0.040

***

A cluster of 2 separate species, C5H14NO in total, computed with wB97M-V/def2-TZVPD.

Relative energy (zero: lowest compared OMol25 entry of this formula, charge and spin) = 0.988 eV
Charge = -1
HOMO-LUMO gap = 6.98 eV
E_tot = -328.857457 a.u.
Highest occupied orbital energy = -2.75 eV

CARTESIAN COORDINATES (ANGSTROEM)
C 1.378 -0.450 -1.707
O 0.718 0.066 -0.652
C 2.872 -0.795 -1.387
H 1.427 0.211 -2.613
H 0.924 -1.417 -2.067
H 3.347 -1.257 -2.267
H 2.961 -1.471 -0.520
H 3.364 0.160 -1.167
C -0.859 -0.607 1.823
N -1.675 0.456 1.228
C -0.922 1.722 1.138
C -2.181 0.037 -0.086
H -0.499 -0.329 2.817
H 0.010 -0.849 1.189
H -1.522 -1.487 1.980
H -1.594 2.528 0.814
H -0.641 2.059 2.152
H -0.036 1.596 0.500
H -2.902 0.802 -0.405
H -2.801 -0.859 0.042
H -1.371 -0.115 -0.811

***

A cluster of 8 separate species, C42H67F7O25P in total, computed with wB97M-V/def2-TZVPD.

Charge = -1
HOMO-LUMO gap = 6.28 eV
E_tot = -4562.043570 a.u.
Highest occupied orbital energy = -4.43 eV

CARTESIAN COORDINATES (ANGSTROEM)
C 6.487 -0.801 -0.383
C 5.948 -1.020 1.044
C 5.323 -2.402 1.293
C 3.816 -2.390 1.618
C 2.946 -2.797 0.429
C 2.790 -1.687 -0.613
C 1.671 -1.951 -1.624
C 0.804 -0.750 -2.006
C 0.284 0.089 -0.839
C -1.007 0.845 -1.177
O -0.987 2.126 -0.512
C -1.061 2.149 0.894
C 0.081 2.962 1.457
C -0.130 3.300 2.932
O -1.112 1.120 -2.516
P -2.782 1.620 -2.961
O -3.313 0.910 -1.374
C -2.310 0.112 -0.847
C -2.362 -1.326 -1.390
C -3.618 -2.028 -0.850
C -3.343 -2.959 0.340
C -3.753 -2.297 1.657
C -5.274 -2.268 1.874
C -5.911 -0.912 1.629
O -5.248 0.106 2.355
C -4.601 1.106 1.579
H 7.466 -0.326 -0.376
H 5.807 -0.193 -0.976
H 6.591 -1.757 -0.897
H 6.780 -0.881 1.735
H 5.227 -0.236 1.272
H 5.457 -3.030 0.413
H 5.853 -2.902 2.101
H 3.600 -3.060 2.451
H 3.532 -1.385 1.937
H 1.957 -3.088 0.790
H 3.403 -3.664 -0.056
H 3.737 -1.605 -1.152
H 2.636 -0.748 -0.079
H 1.029 -2.773 -1.294
H 2.117 -2.272 -2.563
H -0.053 -1.119 -2.566
H 1.346 -0.092 -2.685
H 0.106 -0.538 0.042
H 1.034 0.835 -0.581
H -2.000 2.652 1.164
H -1.092 1.154 1.346
H 1.029 2.427 1.385
H 0.152 3.897 0.900
H -0.979 3.970 3.073
H 0.758 3.766 3.358
H -0.332 2.396 3.509
H -4.161 1.965 -3.274
H -2.959 0.339 -3.604
H -2.306 2.190 -4.209
H -2.592 2.887 -2.312
H -2.395 -0.025 0.246
H -1.484 -1.868 -1.033
H -2.383 -1.322 -2.475
H -4.115 -2.592 -1.638
H -4.316 -1.244 -0.556
H -3.889 -3.904 0.248
H -2.285 -3.222 0.394
H -3.276 -2.807 2.495
H -3.378 -1.273 1.664
H -5.507 -2.589 2.889
H -5.742 -2.988 1.197
H -6.938 -0.952 2.013
H -5.969 -0.679 0.564
H -5.189 2.028 1.576
H -3.630 1.316 2.026
H -4.433 0.802 0.543
C -10.166 0.654 2.642
C -9.591 1.167 3.947
O -10.308 0.414 4.907
C -10.694 -0.758 4.327
O -11.109 -1.697 4.913
O -10.526 -0.687 2.985
F -9.837 2.485 4.140
H -11.065 1.206 2.363
H -9.454 0.665 1.823
H -8.522 0.987 4.074
C -5.669 -7.303 -1.914
C -4.347 -6.574 -1.779
O -4.652 -5.292 -2.287
C -5.982 -5.072 -2.079
O -6.518 -4.022 -2.139
O -6.609 -6.239 -1.770
F -3.373 -7.138 -2.533
H -5.759 -7.748 -2.906
H -5.835 -8.058 -1.151
H -3.983 -6.475 -0.755
C 1.002 -0.825 -6.301
C 0.121 -2.024 -6.017
O 1.070 -3.028 -5.699
C 2.182 -2.412 -5.208
O 3.038 -2.944 -4.587
O 2.135 -1.088 -5.473
F -0.591 -2.413 -7.105
H 1.309 -0.820 -7.349
H 0.551 0.127 -6.036
H -0.561 -1.899 -5.174
C 0.319 7.226 -0.008
C 0.090 6.726 -1.423
O 1.398 6.775 -1.974
C 2.285 6.645 -0.954
O 3.444 6.430 -1.089
O 1.666 6.806 0.240
F -0.727 7.550 -2.123
H 0.274 8.312 0.050
H -0.368 6.786 0.709
H -0.289 5.705 -1.490
C 9.275 -5.372 -1.247
C 7.841 -4.896 -1.378
O 7.591 -4.351 -0.100
C 8.775 -3.941 0.432
O 8.893 -3.236 1.374
O 9.806 -4.457 -0.286
F 6.982 -5.915 -1.610
H 9.303 -6.385 -0.844
H 9.843 -5.322 -2.171
H 7.682 -4.123 -2.132
C 3.501 10.511 -1.301
C 2.030 10.725 -1.598
O 1.604 11.487 -0.486
C 2.681 12.174 -0.004
O 2.620 13.070 0.765
O 3.820 11.685 -0.545
F 1.345 9.559 -1.637
H 3.644 9.624 -0.682
H 4.126 10.448 -2.186
H 1.823 11.282 -2.514
C 4.923 -2.689 6.635
C 5.816 -2.850 5.420
O 5.141 -2.084 4.449
C 4.423 -1.116 5.088
O 3.942 -0.171 4.571
O 4.355 -1.398 6.417
F 5.893 -4.138 5.006
H 4.135 -3.444 6.630
H 5.456 -2.712 7.581
H 6.829 -2.462 5.542

***

A structure of composition C47H33IN7V at a distorted geometry, computed with wB97M-V/def2-TZVPD.

Relative energy (zero: lowest compared OMol25 entry of this formula, charge and spin) = 0.000 eV
Charge = -1
HOMO-LUMO gap (alpha / beta) = 5.35 / 4.86 eV
E_tot = -3435.797997 a.u.
Highest occupied orbital energy (alpha / beta) = -3.12 / -2.90 eV
Multiplicity = 2

CARTESIAN COORDINATES (ANGSTROEM)
V 0.024 0.266 0.307
N -0.370 -0.258 -4.377
C 0.123 0.096 -3.158
N -0.474 -0.144 -2.059
C -1.693 -0.818 -2.061
N -2.177 -1.268 -0.948
N -1.435 -1.019 0.139
C -1.811 -1.640 1.269
C -0.973 -1.488 2.369
C -1.165 -2.144 3.614
C -0.206 -2.054 4.579
C 0.966 -1.320 4.306
C 1.067 -0.667 3.101
N 0.124 -0.690 2.154
C -2.378 -1.036 -3.324
C -3.682 -1.512 -3.432
C -4.250 -1.737 -4.677
C -3.529 -1.478 -5.834
C -2.235 -0.982 -5.746
C -1.666 -0.763 -4.502
H 0.148 -0.042 -5.209
H 1.074 0.621 -3.145
H -2.686 -2.278 1.264
H -2.070 -2.719 3.765
H -0.332 -2.546 5.535
H 1.767 -1.258 5.030
H 1.954 -0.087 2.877
H -4.235 -1.708 -2.524
H -5.263 -2.112 -4.745
H -3.967 -1.655 -6.807
H -1.667 -0.764 -6.644
I -2.555 1.978 0.381
C -1.703 2.866 -1.348
C -2.562 3.598 -2.122
C -2.063 4.369 -3.186
C -0.718 4.402 -3.412
C 0.177 3.627 -2.637
C 1.564 3.678 -2.902
C 2.422 2.924 -2.153
C 1.928 2.044 -1.172
C 0.583 1.903 -0.871
C -0.306 2.780 -1.583
H -3.622 3.606 -1.904
H -2.748 4.953 -3.789
H -0.301 5.035 -4.188
H 1.917 4.329 -3.695
H 3.490 2.967 -2.342
H 2.649 1.424 -0.657
N 1.393 -0.629 -0.049
C 2.185 -1.486 -0.600
C 3.640 -1.426 -0.427
C 4.206 -0.418 0.373
C 5.573 -0.309 0.535
C 6.431 -1.211 -0.084
C 5.889 -2.237 -0.846
C 4.518 -2.350 -1.012
C 1.561 -2.585 -1.407
C 0.589 -3.394 -0.817
C -0.083 -4.353 -1.558
C 0.215 -4.533 -2.902
C 1.189 -3.744 -3.497
C 1.858 -2.781 -2.756
H 3.534 0.268 0.875
H 5.978 0.486 1.151
H 7.504 -1.127 0.040
H 6.545 -2.962 -1.314
H 4.121 -3.174 -1.590
H 0.355 -3.243 0.230
H -0.847 -4.961 -1.089
H -0.310 -5.281 -3.484
H 1.420 -3.873 -4.549
H 2.600 -2.147 -3.231
N -3.919 2.463 9.942
C -3.425 2.330 8.909
C -2.804 2.184 7.638
C -3.222 2.966 6.554
C -2.588 2.869 5.336
C -1.499 1.995 5.152
C -1.118 1.179 6.235
C -1.753 1.278 7.453
C -0.804 1.952 3.930
C -0.144 1.973 2.909
H -4.055 3.645 6.688
H -2.917 3.476 4.503
H -0.310 0.474 6.096
H -1.449 0.652 8.282
C 0.620 1.999 1.723
H 0.511 2.965 1.234
H 1.679 1.792 1.889

***

An isolated molecule of C4H9NOS at a distorted geometry, computed with wB97M-V/def2-TZVPD.

Relative energy (zero: lowest compared OMol25 entry of this formula, charge and spin) = 1.126 eV
SMILES = CNC(=O)CCS
HOMO-LUMO gap = 9.98 eV
E_tot = -685.977553 a.u.
Highest occupied orbital energy = -9.24 eV

CARTESIAN COORDINATES (ANGSTROEM)
C -0.824 0.617 -0.219
C 0.198 1.336 0.688
S -0.828 2.332 1.826
C -0.492 -0.263 -1.429
N 0.023 -1.507 -1.087
C 0.817 -1.827 0.087
O -0.761 -0.015 -2.575
H -1.525 0.037 0.387
H -1.375 1.453 -0.666
H 0.657 0.700 1.447
H 0.995 1.749 0.077
H -0.039 3.381 2.135
H 0.229 -2.122 -1.858
H 0.805 -2.908 0.251
H 1.875 -1.548 0.022
H 0.244 -1.413 0.915

***

A cluster of 10 separate species, C35H50N4O18 in total at a distorted geometry, computed with wB97M-V/def2-TZVPD.

Charge = -1
HOMO-LUMO gap (alpha / beta) = 2.83 / 7.51 eV
E_tot = -2936.897615 a.u.
Highest occupied orbital energy (alpha / beta) = -0.76 / -5.45 eV
Multiplicity = 2

CARTESIAN COORDINATES (ANGSTROEM)
N -0.666 -0.298 -1.072
C 0.107 0.823 -0.884
C 1.481 0.785 -0.687
C 2.058 -0.445 -0.573
C 1.305 -1.601 -0.619
C -0.041 -1.502 -1.015
H -0.330 1.810 -0.862
H 1.959 1.723 -0.445
H 3.080 -0.586 -0.254
H 1.766 -2.568 -0.480
H -0.695 -2.356 -0.911
C 4.769 -4.166 -2.458
C 3.635 -3.860 -1.457
O 3.236 -5.213 -1.054
C 4.178 -6.169 -1.512
O 4.158 -7.369 -1.348
O 5.228 -5.459 -2.091
H 5.595 -3.455 -2.454
H 4.357 -4.221 -3.466
H 2.909 -3.340 -2.082
H 3.934 -3.381 -0.525
C 5.324 2.440 3.044
C 4.043 1.557 3.108
O 3.248 2.122 2.073
C 3.988 2.843 1.193
O 3.556 3.479 0.246
O 5.217 3.074 1.793
H 6.199 1.826 2.833
H 5.418 3.066 3.931
H 3.589 1.669 4.092
H 4.155 0.474 3.046
C -0.802 -4.693 1.287
C -2.224 -4.251 1.672
O -2.019 -3.371 2.753
C -0.692 -3.417 3.147
O -0.100 -2.636 3.955
O 0.025 -4.183 2.281
H -0.538 -4.083 0.424
H -0.617 -5.729 1.003
H -2.811 -5.044 2.134
H -2.776 -3.812 0.841
C -4.064 -3.211 -2.180
C -4.826 -4.518 -2.042
O -3.904 -5.537 -2.208
C -2.680 -5.033 -2.010
O -1.633 -5.722 -2.003
O -2.745 -3.690 -1.882
H -4.355 -2.365 -1.558
H -4.041 -2.813 -3.194
H -5.774 -4.607 -2.571
H -5.177 -4.710 -1.028
C 2.141 1.783 -4.319
C 1.180 0.661 -4.503
O 1.859 -0.469 -4.199
C 3.185 -0.289 -4.169
O 4.070 -1.175 -4.109
O 3.354 1.079 -4.331
H 1.987 2.293 -3.368
H 1.849 2.473 -5.110
H 0.745 0.669 -5.503
H 0.426 0.907 -3.756
C -2.233 2.366 -3.164
C -2.800 2.244 -1.762
O -4.147 2.544 -1.987
C -4.410 2.788 -3.298
O -5.521 3.137 -3.771
O -3.303 2.688 -3.976
H -1.647 1.542 -3.572
H -1.605 3.257 -3.134
H -2.416 3.100 -1.206
H -2.693 1.272 -1.281
C 0.651 1.415 4.973
C -0.311 0.918 3.841
C -0.531 1.889 2.684
C -1.103 3.137 3.233
N -1.470 4.105 3.678
H 0.326 2.356 5.415
H 1.590 1.595 4.449
H 0.796 0.719 5.799
H -1.320 0.807 4.239
H -0.122 -0.057 3.392
H -1.245 1.594 1.915
H 0.313 2.149 2.045
C 1.669 6.085 1.492
C 1.379 6.995 0.250
C 1.660 6.195 -0.995
C 0.806 5.003 -1.252
N 0.181 4.084 -1.463
H 2.701 6.083 1.842
H 1.235 5.123 1.221
H 1.035 6.384 2.327
H 2.068 7.839 0.266
H 0.357 7.374 0.255
H 2.743 6.075 -0.955
H 1.432 6.875 -1.817
C -3.866 -0.863 0.752
C -3.609 -0.645 2.279
C -4.490 -1.541 3.277
C -5.074 -2.849 2.859
N -5.535 -3.871 2.526
H -3.487 -1.826 0.411
H -3.243 -0.237 0.113
H -4.945 -0.734 0.659
H -3.700 0.398 2.583
H -2.583 -0.913 2.528
H -5.437 -1.097 3.585
H -3.900 -1.709 4.177

***

An isolated molecule of CH3FNOPS at a distorted geometry, computed with wB97M-V/def2-TZVPD.

Relative energy (zero: lowest compared OMol25 entry of this formula, charge and spin) = 1.308 eV
SMILES = [H]/N=C(\P)OSF
HOMO-LUMO gap = 9.43 eV
E_tot = -1009.220486 a.u.
Highest occupied orbital energy = -9.06 eV

CARTESIAN COORDINATES (ANGSTROEM)
C 0.200 0.425 -0.220
N -0.237 1.492 0.258
O -0.670 -0.500 -0.707
F -2.643 -0.428 0.885
P 1.906 -0.369 0.060
S -2.232 -0.025 -0.656
H 0.475 2.096 0.619
H 1.235 -1.511 0.821
H 1.967 -1.180 -1.060

***

An isolated molecule of C5H10O2, computed with wB97M-V/def2-TZVPD.

Relative energy (zero: lowest compared OMol25 entry of this formula, charge and spin) = 1.177 eV
SMILES = CC[C@@H](O)CC=O
HOMO-LUMO gap = 11.07 eV
E_tot = -346.982194 a.u.
Highest occupied orbital energy = -10.12 eV

CARTESIAN COORDINATES (ANGSTROEM)
C 0.449 -2.405 0.192
C -0.384 -1.224 -0.295
C 0.218 0.129 0.068
O 1.302 0.376 -0.807
C -0.812 1.251 -0.052
C -0.235 2.606 0.266
O 0.908 2.784 0.630
H 0.012 -3.355 -0.135
H 1.472 -2.346 -0.191
H 0.495 -2.420 1.287
H -0.490 -1.254 -1.387
H -1.396 -1.289 0.127
H 0.576 0.097 1.111
H 1.685 1.216 -0.515
H -1.666 1.082 0.621
H -1.222 1.278 -1.072
H -0.914 3.475 0.151